No. 1
C12H10N4O2 in the gas phase, computed with wB97M-V/def2-TZVPD.

Values from the calculation:
gap between HOMO and LUMO	8.020	eV
spin multiplicity	1
structure (SMILES)	Oc1cc(-n2cccn2)c(O)cc1-n1cccn1

Structure (XYZ):
```
28
Properties=species:S:1:pos:R:3:lowdin_charge:R:1
N -0.3245 0.9838 3.7443 0.076
N 0.5582 -1.3428 -3.4685 0.053
O 1.5324 1.4617 1.7846 0.038
O -1.5007 -1.3507 -1.8214 0.015
C -1.1237 0.8704 4.7566 -0.144
C 1.2457 -1.3007 -4.5917 -0.115
C -2.3922 0.3139 4.3927 -0.069
C 2.3211 -0.3641 -4.4315 -0.084
C -2.3420 0.1261 3.0569 -0.046
C 2.1933 0.1916 -3.2116 -0.045
C -1.2308 -0.4651 0.3639 0.061
C 1.2714 0.5231 -0.3471 0.054
C 0.7256 0.7793 0.9094 -0.241
C -0.7076 -0.6183 -0.9478 -0.217
C -0.5369 0.2768 1.3199 -0.116
C 0.5765 -0.1894 -1.3121 -0.148
N -1.0422 0.5000 2.6333 -0.040
N 1.1119 -0.4483 -2.5664 -0.042
H 1.0651 1.4284 2.6396 0.050
H -0.9903 -1.5791 -2.6275 0.055
H -0.8735 1.1600 5.7577 0.105
H 1.0422 -1.9016 -5.5140 0.125
H -3.2424 0.1678 5.0428 0.097
H 3.0052 -0.0265 -5.1933 0.094
H -3.1608 -0.2663 2.4676 0.118
H 2.7885 1.0242 -2.8356 0.125
H -2.2426 -0.8424 0.5321 0.118
H 2.2730 0.8881 -0.5331 0.122
```

No. 2
A molecular structure, C18H25ClN2Re, computed with wB97M-V/def2-TZVPD.

Values from the calculation:
gap between HOMO and LUMO (spin up / spin down)	3.992 / 5.208	eV
net charge	+2
spin multiplicity	4

Structure (XYZ):
```
47
Properties=species:S:1:pos:R:3:lowdin_charge:R:1
C 0.2097 0.2663 -5.2638 -0.208
C 1.5909 0.7360 -5.0239 -0.027
C -0.0502 -1.1890 -5.3459 -0.022
C -0.9382 1.2004 -5.1738 -0.024
Cl 0.0129 0.0918 -2.0029 0.251
H -0.0513 -1.4035 -6.4244 0.139
H -1.0267 -1.5690 -4.9924 0.116
H 0.7236 -1.8644 -4.9388 0.113
H 1.9779 0.9888 -6.0194 0.138
H 2.3034 -0.0163 -4.6411 0.112
H 1.7440 1.6573 -4.4350 0.117
H -1.1200 1.5416 -6.2046 0.139
H -0.8074 2.1422 -4.6111 0.116
H -1.9101 0.7706 -4.8678 0.114
C 1.3431 -1.5732 1.7858 -0.169
C 0.7558 -2.5778 0.9547 -0.196
C 1.2183 -2.3359 -0.3854 -0.234
H 0.2143 -3.4452 1.2967 0.132
C 2.1270 -1.1960 -0.3235 -0.203
C 2.2029 -0.7568 1.0208 -0.080
H 2.8442 0.0366 1.3751 0.124
H 1.2444 -1.5508 2.8494 0.109
H 0.9808 -2.8783 -1.2931 0.124
H 2.6373 -0.7458 -1.1741 0.107
C -1.6416 0.5497 1.1655 -0.143
C -1.5363 -0.6170 1.9640 -0.160
C -1.8995 -1.7684 1.1872 -0.122
H -1.4235 -0.6180 3.0285 0.109
C -2.1777 -1.3249 -0.1344 -0.198
C -2.0569 0.1288 -0.1472 -0.271
H -2.2817 0.7798 -0.9800 0.097
H -1.5230 1.5761 1.4810 0.124
H -2.0653 -2.7602 1.5884 0.141
H -2.4321 -1.9280 -0.9966 0.134
Re -0.1484 -0.7627 0.1288 1.326
C -1.7345 2.1014 4.3345 -0.011
C -0.3502 1.6324 4.4200 -0.400
N 0.3358 0.9002 3.5538 0.063
C 1.6326 0.8371 4.0442 -0.143
C 1.7242 1.5529 5.2282 -0.063
N 0.4537 2.0458 5.4491 0.101
H -2.3468 1.3091 3.9021 0.069
H -2.1082 2.3443 5.3337 0.096
H -1.8030 2.9929 3.7007 0.096
H 2.4207 0.3515 3.4808 0.075
H 2.5756 1.7030 5.8962 0.123
H 0.1594 2.6444 6.2100 0.167
```

No. 3
A molecular structure, C33H32HfIN7O2, computed with wB97M-V/def2-TZVPD.

Values from the calculation:
gap between HOMO and LUMO	7.711	eV
net charge	+2
spin multiplicity	1

Structure (XYZ):
```
76
Properties=species:S:1:pos:R:3:lowdin_charge:R:1
Hf 0.1236 0.1174 -0.0548 1.691
C -0.7170 -0.2588 -3.2751 -0.157
C 0.1589 0.8368 -3.8446 -0.105
C 0.4904 2.0231 -2.9833 -0.243
C 0.8772 3.1979 -3.6214 0.007
C 1.2662 4.2907 -2.8770 -0.008
C 1.2748 4.1801 -1.4926 -0.013
C 0.8763 2.9939 -0.9284 -0.132
N 0.4673 1.9253 -1.6491 0.007
N -0.1739 -1.0601 -2.1463 -0.232
C 1.2004 -1.5585 -2.4053 -0.102
C 1.6826 -2.3364 -1.2081 -0.276
C 2.6462 -3.3128 -1.3224 0.019
C 3.0528 -3.9881 -0.1810 0.002
C 2.4592 -3.6756 1.0310 -0.008
C 1.5029 -2.6806 1.0688 -0.083
N 1.1178 -2.0150 -0.0298 -0.006
C -1.0882 -2.2189 -1.9744 -0.108
C -2.2500 -1.8896 -1.0883 -0.246
C -3.4744 -2.5178 -1.2327 0.015
C -4.4664 -2.2711 -0.2992 -0.006
C -4.1980 -1.4072 0.7534 -0.013
C -2.9590 -0.8073 0.8188 -0.108
N -1.9972 -1.0276 -0.0938 0.008
H -1.6758 0.1512 -2.9467 0.122
H -0.9359 -0.9442 -4.0995 0.137
H 1.0970 0.4172 -4.2184 0.132
H -0.3583 1.2004 -4.7340 0.137
H 0.8752 3.2377 -4.7023 0.131
H 1.5684 5.2096 -3.3611 0.128
H 1.5931 4.9982 -0.8628 0.123
H 0.9155 2.8681 0.1464 0.079
H 1.2280 -2.1863 -3.3014 0.153
H 1.8672 -0.7080 -2.5599 0.133
H 3.0739 -3.5409 -2.2895 0.134
H 3.8162 -4.7515 -0.2438 0.129
H 2.7383 -4.1848 1.9417 0.125
H 1.0262 -2.3844 1.9927 0.101
H -1.4317 -2.5777 -2.9472 0.141
H -0.5435 -3.0365 -1.5044 0.139
H -3.6411 -3.1987 -2.0565 0.131
H -5.4320 -2.7511 -0.3856 0.129
H -4.9377 -1.1995 1.5130 0.123
H -2.7013 -0.1379 1.6277 0.098
N 2.2832 2.0395 2.1543 0.047
N 3.1958 1.0248 1.8412 0.010
C 3.0921 0.2432 0.7271 -0.646
O 3.8861 -0.6344 0.4851 0.095
O 2.0479 0.5318 -0.0585 -0.221
H 2.7883 2.9084 2.2920 0.103
H 1.8029 1.8040 3.0173 0.073
H 3.9802 0.8356 2.4454 0.157
C -0.0668 -0.1725 2.1109 -0.163
C -0.2142 -0.2712 3.3174 -0.102
C -0.3412 -0.3781 4.7410 -0.257
C -1.5894 -0.5586 5.3393 -0.035
C -1.6894 -0.6519 6.7166 -0.062
C -0.5503 -0.5679 7.5066 -0.057
C 0.6950 -0.3918 6.9177 -0.061
C 0.8024 -0.2974 5.5411 -0.037
H -2.4754 -0.6289 4.7215 0.110
H -2.6573 -0.7936 7.1780 0.113
H -0.6325 -0.6434 8.5823 0.114
H 1.5828 -0.3325 7.5324 0.113
H 1.7727 -0.1743 5.0759 0.111
I -2.2169 4.5404 3.6595 0.974
C -2.3485 3.5484 1.8367 -0.699
C -3.3065 3.8832 0.8924 -0.087
C -3.3350 3.1767 -0.3033 -0.015
C -2.4114 2.1750 -0.5082 -0.133
N -1.4871 1.8425 0.4049 -0.076
C -1.4618 2.5211 1.5595 -0.211
H -4.0167 4.6767 1.0826 0.116
H -4.0660 3.4047 -1.0659 0.124
H -2.4073 1.6138 -1.4342 0.102
H -0.7148 2.2150 2.2790 0.072
```

No. 4
C3H4O2 in the gas phase, computed with wB97M-V/def2-TZVPD.

Values from the calculation:
gap between HOMO and LUMO (spin up / spin down)	8.554 / 8.554	eV
spin multiplicity	1

Structure (XYZ):
```
9
Properties=species:S:1:pos:R:3:lowdin_charge:R:1
O 0.1536 1.8679 -0.4349 0.099
C 0.1005 0.7292 -0.0467 -0.474
C 1.2083 -0.1996 0.1112 0.222
O -0.3747 -1.1185 -0.7468 -0.075
C -1.1219 -0.2045 -0.0289 -0.222
H 1.1937 -0.9818 0.8451 0.093
H 2.2269 0.1727 -0.0831 0.112
H -1.9308 0.2918 -0.5738 0.127
H -1.4553 -0.5512 0.9590 0.117
```

Energy relative to the best compared isomer or geometry (same formula, charge and spin)? In order: 39.3, 0.0, 0.0, 89.8 kcal/mol.
Strongest force on any atom? In order: 0.0723, 0.0606, 0.0122, 0.0351 hartree/bohr.